No. 1
Below is C30H54CoGeN2O9PS2 as an isolated structure in a non-equilibrium geometry, with properties calculated with ωB97M-V/def2-TZVPD.

Output
**F_max**: 2.38 eV Å⁻¹
**Highest occupied orbital energy (spin up / spin down)**: -11.5 / -11.4 eV
**Lowest unoccupied orbital energy (spin up / spin down)**: -4.285 / -6.133 eV
**<S²>**: 0.773
**E_tot**: -6559.5754 Ha

Geometry as ORCA input:
```
! RIJCOSX wB97M-V def2-TZVPD def2/J DEFGRID3
* xyz 1 2
Co -0.3879 0.8056 0.5442
C 2.8934 2.8335 2.5770
C 2.5177 2.3818 1.1622
C 2.8709 3.4838 0.1624
C 3.2456 1.0828 0.7807
O 1.1019 2.1603 1.1195
Ge -0.2603 3.4538 1.4497
O -1.0232 1.8910 2.3047
C -2.0078 1.8362 3.3391
C -2.5023 3.2497 3.6537
C -1.3776 1.2340 4.5958
C -3.1785 0.9712 2.8767
O -0.9709 2.5447 -0.1753
C -1.9485 2.9399 -1.1405
C -1.7565 2.0800 -2.3847
C -1.6963 4.4132 -1.4620
C -3.3569 2.7625 -0.5703
H 3.9652 3.0147 2.6447
H 2.3686 3.7602 2.8239
H 2.6070 2.0722 3.3030
H 3.9459 3.6640 0.1631
H 2.5633 3.1860 -0.8407
H 2.3573 4.4097 0.4351
H 4.1527 0.9572 1.3721
H 2.5940 0.2288 0.9514
H 3.5100 1.0744 -0.2758
H -1.6735 3.8651 4.0110
H -2.9195 3.7108 2.7551
H -3.2733 3.2232 4.4218
H -0.4703 1.7806 4.8589
H -2.0821 1.2965 5.4256
H -1.1241 0.1842 4.4355
H -3.5983 1.3729 1.9540
H -2.8440 -0.0511 2.6904
H -3.9564 0.9473 3.6399
H -0.7491 2.2244 -2.7682
H -1.8772 1.0234 -2.1401
H -2.4725 2.3512 -3.1601
H -0.6740 4.5479 -1.8190
H -2.3917 4.7518 -2.2282
H -1.8389 5.0232 -0.5669
H -3.5009 1.7285 -0.2593
H -3.4953 3.4201 0.2919
H -4.1039 3.0137 -1.3227
O -2.7282 -4.1331 1.1935
C -3.3585 -3.5207 0.1934
C -4.3324 -4.2676 -0.4762
C -5.0256 -3.7301 -1.5338
C -4.7834 -2.4156 -1.9564
C -3.8497 -1.6577 -1.3035
C -3.1126 -2.1800 -0.2245
C -2.1339 -1.3021 0.3846
O -2.0703 -0.0935 0.0444
N -1.3092 -1.8132 1.3398
N -0.4053 -0.9554 1.7641
C 0.4014 -1.4237 2.6948
S 0.2441 -3.0551 3.2769
C 1.7470 -2.9934 4.2988
C 1.9189 -1.5759 4.7916
S 1.6349 -0.4515 3.3795
H -2.0589 -3.5358 1.5669
H -4.5074 -5.2798 -0.1380
H -5.7648 -4.3324 -2.0447
H -5.3262 -2.0073 -2.7969
H -3.6502 -0.6426 -1.6185
H 2.5851 -3.3188 3.6838
H 1.6059 -3.6897 5.1236
H 2.9252 -1.3962 5.1653
H 1.1951 -1.3182 5.5644
C 2.4072 -4.2818 -0.5173
C 1.5411 -3.4958 -1.4952
C 1.8798 -3.8687 -2.9335
C 0.0673 -3.7565 -1.2076
O 1.8900 -2.1098 -1.2536
P 1.1722 -0.8374 -1.8877
O 0.1538 -1.1014 -2.9171
O 0.6520 -0.0746 -0.6389
O 2.4490 -0.0032 -2.3133
C 2.7667 0.5744 -3.6106
C 2.7341 -0.4761 -4.7141
C 1.7926 1.7065 -3.9188
C 4.1762 1.1264 -3.4314
H 2.1484 -5.3398 -0.5502
H 2.2501 -3.9077 0.4971
H 3.4621 -4.1693 -0.7686
H 1.7252 -4.9376 -3.0828
H 2.9248 -3.6349 -3.1422
H 1.2450 -3.3149 -3.6249
H -0.1514 -4.8188 -1.3176
H -0.5608 -3.1872 -1.8937
H -0.1643 -3.4565 -0.1839
H 1.7366 -0.8997 -4.7990
H 3.4429 -1.2768 -4.4941
H 3.0079 -0.0172 -5.6644
H 0.8180 1.2946 -4.1788
H 2.1613 2.2966 -4.7575
H 1.6882 2.3591 -3.0494
H 4.8702 0.3183 -3.2000
H 4.1909 1.8461 -2.6108
H 4.5002 1.6284 -4.3423
*
```



No. 2
Below is a 7-piece molecular cluster, C30H54F2N9O16P overall in a non-equilibrium geometry, with properties calculated with ωB97M-V/def2-TZVPD.

Output
**F_max**: 7.97 eV Å⁻¹
**Highest occupied orbital energy**: -7.6 eV
**Lowest unoccupied orbital energy**: -0.754 eV
**E_tot**: -3412.0744 Ha

Geometry as ORCA input:
```
! RIJCOSX wB97M-V def2-TZVPD def2/J DEFGRID3
* xyz 0 1
C 5.2057 2.7630 0.3313
O 4.1780 1.7296 0.4773
C 4.7976 0.4888 0.9665
C 4.5735 -0.6443 -0.1840
C 3.1842 -1.4898 0.0323
C 1.8420 -0.5376 0.0850
C 0.5679 -1.5494 0.2347
C -0.8554 -0.9341 -0.2559
C -1.4225 -1.2230 -1.7441
C -0.6570 -2.1125 -2.8907
C -1.6762 -3.3685 -3.2569
C -2.4290 -3.1485 -4.7176
F -2.3929 -4.4760 -5.3959
C -2.8648 -0.6151 -2.1246
C -3.7986 0.2815 -1.1068
N -5.1134 0.7119 -1.6362
C -5.8014 1.4986 -0.5843
C -7.3216 2.0201 -0.9940
C -7.3002 3.3577 -1.9373
F -6.5319 4.4442 -1.3147
C -5.2253 1.8800 0.8671
C -6.0683 2.8078 1.9518
C -5.9905 1.9680 3.3730
C -7.3785 1.9880 4.2262
C -8.5136 1.2589 3.2589
O -9.6175 2.2255 3.1188
C -10.3029 2.0878 1.8416
O -11.0264 1.0162 1.5477
N -3.8960 1.4231 1.3405
C -3.1891 0.5924 0.3392
C -1.7256 -0.0118 0.7744
P -0.9073 0.2959 2.4912
N 0.1104 1.7627 2.3023
O -2.0803 0.7287 3.6927
H 4.6643 3.7669 0.0431
H 5.9707 2.5281 -0.5200
H 5.7912 2.9923 1.3252
H 4.3330 0.1897 2.0115
H 5.9500 0.6757 1.0374
H 4.5879 -0.1666 -1.2461
H 5.4503 -1.4287 -0.0569
H 3.2276 -2.0373 1.0750
H 2.9956 -2.3116 -0.7687
H 1.7124 0.1319 -0.8570
H 1.9345 0.1848 1.0071
H 0.7340 -2.5452 -0.3816
H 0.5500 -1.8931 1.3665
H 0.4002 -2.4848 -2.5645
H -0.5917 -1.4304 -3.8536
H -1.0914 -4.3859 -3.2891
H -2.5377 -3.4414 -2.4618
H -3.5450 -2.8587 -4.5336
H -1.9421 -2.3006 -5.3489
H -3.2898 -0.8553 -3.1899
H -7.7436 1.1563 -1.6847
H -8.0439 2.0770 -0.0875
H -6.7804 3.0669 -2.9583
H -8.4091 3.6374 -2.1966
H -5.4167 3.7732 2.1081
H -7.1501 3.0441 1.6067
H -5.0459 2.2724 4.0161
H -5.7966 0.8390 3.0815
H -7.2745 1.3933 5.2437
H -7.6634 3.1014 4.4438
H -8.9188 0.3123 3.8119
H -8.0738 0.9025 2.2419
H -10.2601 2.9556 1.0659
H 0.2489 1.8800 1.2624
H -0.3991 2.6225 2.6028
H -2.2823 1.7187 3.6261
C 1.3950 -6.8449 -4.3625
N 1.7782 -5.7194 -3.4689
O 2.9808 -5.5373 -3.2737
O 0.8596 -5.0523 -2.9904
H 2.3012 -7.3432 -4.7103
H 0.7765 -7.5307 -3.7814
H 0.8397 -6.4242 -5.2024
C -9.4893 -1.7890 -0.9454
N -8.0867 -1.5517 -1.3807
O -7.7841 -1.8967 -2.5238
O -7.3322 -1.0260 -0.5610
H -10.0385 -2.2556 -1.7646
H -9.4573 -2.4490 -0.0771
H -9.9239 -0.8206 -0.6919
C 8.2520 0.5842 3.5073
N 8.6067 1.2321 2.2165
O 8.1722 0.7143 1.1866
O 9.3110 2.2416 2.2759
H 7.6314 -0.2894 3.3047
H 9.1818 0.2918 3.9948
H 7.7046 1.3163 4.1036
C 7.8349 6.1238 -0.2541
N 6.4257 6.0711 0.2188
O 5.5662 5.7485 -0.6026
O 6.2251 6.3552 1.4005
H 7.8628 5.8509 -1.3101
H 8.1926 7.1445 -0.1098
H 8.4093 5.4138 0.3431
C 11.7236 -2.3713 4.2566
N 10.3287 -1.9551 4.5624
O 9.6204 -1.6128 3.6138
O 9.9866 -1.9843 5.7452
H 11.8860 -2.2965 3.1803
H 12.3934 -1.6993 4.7955
H 11.8408 -3.4025 4.5935
C 3.7474 -2.1424 -4.3016
N 4.1358 -1.0175 -3.4094
O 5.3414 -0.8388 -3.2184
O 3.2183 -0.3470 -2.9271
H 4.6514 -2.6427 -4.6521
H 3.1291 -2.8270 -3.7185
H 3.1905 -1.7206 -5.1399
*
```